The following is a quantum chemistry calculation of a structure of composition C40H57O3PtSe2, from the OMol25 dataset.

For the energy above the lowest of the compared OMol25 structures with the same formula, charge and spin, the calculation gives 0.366 eV. The HOMO energy is -4.13 eV. For the HOMO-LUMO gap, the calculation gives 0.2399 Ha. Its total charge is -1. The LUMO energy comes out at 2.397 eV.

XYZ file:
```
103
C40H57O3PtSe2 wB97M-V/def2-TZVPD
Pt -0.500 -0.098 -0.093
C -0.509 4.699 6.319
C -0.595 4.857 4.802
C 0.511 5.822 4.351
C -1.953 5.489 4.458
C -0.440 3.509 4.085
C -0.500 3.444 2.701
C -0.348 2.227 2.052
Se -0.214 2.177 0.149
C 1.705 2.203 0.116
C 2.306 3.432 0.338
C 3.676 3.527 0.522
C 4.391 2.318 0.490
C 3.822 1.065 0.265
C 2.414 0.981 0.017
O 1.817 -0.130 -0.291
C 4.646 -0.232 0.295
C 6.113 0.015 0.675
C 4.625 -0.902 -1.090
C 4.056 -1.194 1.338
C 4.313 4.898 0.789
C 3.691 5.535 2.041
C 5.818 4.780 1.007
C 4.064 5.837 -0.401
C -0.126 1.000 2.709
O -0.005 -0.126 2.051
C -0.051 1.056 4.133
C -0.207 2.294 4.754
C 0.218 -0.237 4.917
C 0.261 0.000 6.430
C -0.892 -1.265 4.633
C 1.578 -0.823 4.497
H -0.663 5.671 6.797
H 0.470 4.322 6.639
H -1.273 4.013 6.702
H 0.420 6.787 4.871
H 0.456 6.014 3.273
H 1.501 5.406 4.561
H -2.084 6.440 4.993
H -2.774 4.820 4.733
H -2.039 5.692 3.385
H -0.655 4.348 2.112
H 1.684 4.325 0.398
H 5.458 2.365 0.661
H 6.636 0.640 -0.058
H 6.635 -0.947 0.719
H 6.208 0.490 1.659
H 5.081 -0.247 -1.840
H 3.597 -1.120 -1.401
H 5.199 -1.840 -1.063
H 4.081 -0.737 2.334
H 4.658 -2.115 1.370
H 3.018 -1.443 1.107
H 3.801 4.875 2.908
H 2.620 5.722 1.909
H 4.177 6.494 2.264
H 6.056 4.135 1.860
H 6.234 5.773 1.210
H 6.327 4.374 0.126
H 2.992 5.988 -0.572
H 4.488 5.422 -1.321
H 4.518 6.820 -0.219
H -0.146 2.317 5.832
H -0.681 0.411 6.813
H 1.071 0.679 6.723
H 0.434 -0.959 6.931
H -1.872 -0.856 4.906
H -0.720 -2.167 5.237
H -0.919 -1.541 3.578
H 2.385 -0.117 4.727
H 1.602 -1.038 3.427
H 1.767 -1.752 5.054
C -7.757 1.250 1.088
C -6.437 0.834 0.482
C -5.998 -0.479 0.505
C -4.778 -0.869 -0.061
C -4.382 -2.324 0.055
C -3.970 0.092 -0.692
Se -2.366 -0.489 -1.608
C -4.403 1.428 -0.720
C -3.614 2.507 -1.416
C -5.616 1.771 -0.130
H -8.237 0.418 1.606
H -8.455 1.611 0.328
H -7.628 2.060 1.811
H -6.610 -1.232 0.996
H -5.006 -2.819 0.806
H -3.331 -2.430 0.331
H -4.503 -2.860 -0.893
H -2.554 2.324 -1.345
H -3.842 3.488 -0.993
H -3.851 2.535 -2.484
H -5.930 2.814 -0.155
C 0.549 -2.089 -2.414
C 0.228 -2.750 -1.107
C 0.421 -4.233 -0.937
O -0.194 -2.135 -0.138
H 1.139 -2.759 -3.043
H 1.061 -1.139 -2.230
H -0.399 -1.868 -2.916
H 0.451 -4.750 -1.896
H -0.368 -4.637 -0.300
H 1.380 -4.393 -0.430
```


The following is a quantum chemistry calculation of a structure of composition C27H44N3OOsP3, from the OMol25 dataset.

For the energy above the lowest of the compared OMol25 structures with the same formula, charge and spin, the calculation gives 0.000 eV. The HOMO energy (alpha / beta) is -19.60 / -19.63 eV. The expectation value of S² is 6.062. For the HOMO-LUMO gap (alpha / beta), the calculation gives 0.3088 / 0.1762 Ha. The spin multiplicity is 5. Its total charge is +4. The LUMO energy (alpha / beta) comes out at -11.196 / -14.833 eV.

XYZ file:
```
79
C27H44N3OOsP3 wB97M-V/def2-TZVPD
Os 0.176 0.029 -0.773
P 0.570 -2.000 -1.878
P 2.400 0.079 0.025
P -2.225 0.109 -0.877
H 1.488 2.275 -1.653
C 0.460 2.073 -1.331
C 0.122 2.097 0.072
H 0.903 2.426 0.768
C 1.563 -1.950 -3.444
C 1.532 -3.305 -0.992
C -0.938 -2.949 -2.294
C 3.076 1.548 0.917
C 2.975 -1.186 1.240
C 3.584 -0.033 -1.381
C -3.051 1.657 -0.318
C -3.190 -1.135 0.071
C -3.030 -0.038 -2.531
H -0.312 2.398 -2.031
H -0.868 2.483 0.338
H 0.968 -2.368 -4.266
H 2.467 -2.567 -3.312
H 1.886 -0.935 -3.723
H 1.379 -4.268 -1.500
H 1.204 -3.417 0.046
H 2.603 -3.073 -1.015
H -0.678 -3.866 -2.838
H -1.615 -2.368 -2.924
H -1.473 -3.243 -1.383
H 4.144 1.398 1.132
H 2.543 1.676 1.869
H 2.963 2.455 0.311
H 4.075 -1.214 1.244
H 2.598 -2.184 1.007
H 2.625 -0.909 2.243
H 4.550 0.385 -1.062
H 3.202 0.556 -2.227
H 3.724 -1.074 -1.699
H -4.133 1.581 -0.501
H -2.663 2.517 -0.877
H -2.883 1.816 0.755
H -4.262 -1.025 -0.143
H -3.046 -0.986 1.145
H -2.881 -2.153 -0.185
H -4.088 0.261 -2.483
H -2.956 -1.057 -2.923
H -2.497 0.631 -3.213
C -0.524 1.290 -4.923
C 0.229 0.579 -5.875
C 0.039 0.867 -7.229
C -0.817 1.896 -7.631
C -1.534 2.615 -6.677
C -1.408 2.318 -5.318
O -0.564 0.921 -3.600
H 0.232 0.493 -3.118
H 0.895 -0.227 -5.561
H 0.568 0.266 -7.972
H -0.915 2.146 -8.691
H -2.209 3.412 -6.995
H -1.999 2.848 -4.564
N -0.180 1.727 9.890
C -0.202 1.363 8.777
C -0.245 0.887 7.426
C -0.531 1.765 6.368
C -0.537 1.291 5.054
C -0.325 -0.073 4.822
C -0.054 -0.962 5.869
C -0.006 -0.470 7.175
N -0.365 -0.557 3.499
C -0.337 -1.892 3.093
C -0.335 -1.891 1.737
N -0.281 -0.575 1.283
C -0.372 0.200 2.370
H -0.733 2.820 6.567
H -0.748 1.970 4.227
H 0.142 -2.013 5.668
H 0.196 -1.157 8.000
H -0.373 -2.720 3.776
H -0.355 -2.733 1.067
H -0.400 1.283 2.364
```


The following is a quantum chemistry calculation of a structure of composition C4H8O2, from the OMol25 dataset.

For the energy above the lowest of the compared OMol25 structures with the same formula, charge and spin, the calculation gives 2.963 eV. The HOMO energy is -9.72 eV. For the HOMO-LUMO gap, the calculation gives 0.3762 Ha. The LUMO energy comes out at 0.516 eV.

XYZ file:
```
14
C4H8O2 wB97M-V/def2-TZVPD
C -0.358 1.573 -1.185
C 0.338 0.498 -0.656
O 0.924 -0.309 -1.369
C -0.011 0.103 0.811
C -0.249 -1.385 0.903
O 0.855 -2.146 0.526
H -1.321 1.971 -0.940
H 0.570 2.203 -0.326
H -0.294 1.522 -2.265
H 0.892 0.369 1.371
H -0.849 0.680 1.216
H -1.151 -1.636 0.322
H -0.465 -1.622 1.952
H 1.120 -1.821 -0.359
```


The following is a quantum chemistry calculation of a structure of composition C40H49IrN4O2, from the OMol25 dataset.

The HOMO energy is -7.89 eV. For the HOMO-LUMO gap, the calculation gives 0.2552 Ha. The LUMO energy comes out at -0.949 eV.

XYZ file:
```
96
C40H49IrN4O2 wB97M-V/def2-TZVPD
Ir 0.284 0.295 -0.437
C 4.592 -2.952 0.905
C 3.512 -2.599 -0.119
C 3.060 -3.841 -0.893
C 3.974 -1.504 -1.065
C 5.029 -1.780 -1.927
C 5.479 -0.842 -2.838
C 4.853 0.390 -2.908
C 3.800 0.711 -2.061
C 3.085 2.036 -2.256
C 1.702 1.757 -2.850
C 3.050 2.935 -1.021
C 3.375 -0.235 -1.118
N 2.310 0.036 -0.199
C 2.677 0.077 1.125
O 3.793 0.182 1.588
C 1.498 -0.219 2.049
C 1.583 -0.579 3.373
C 0.436 -1.068 4.004
C -0.745 -1.219 3.291
C -0.773 -0.819 1.966
N 0.322 -0.311 1.415
C -1.929 -0.980 1.005
O -2.905 -1.632 1.356
N -1.699 -0.376 -0.175
C -2.706 -0.505 -1.183
C -3.953 0.126 -1.063
C -4.814 0.049 -2.161
C -4.490 -0.640 -3.313
C -3.280 -1.308 -3.386
C -2.381 -1.259 -2.328
C -1.114 -2.095 -2.399
C -1.386 -3.492 -1.831
C -0.498 -2.173 -3.794
C -4.552 0.839 0.150
C -5.473 -0.125 0.911
C -3.620 1.588 1.102
H 4.216 -3.691 1.617
H 4.918 -2.069 1.454
H 5.463 -3.385 0.408
H 2.633 -2.239 0.420
H 3.890 -4.299 -1.433
H 2.285 -3.593 -1.621
H 2.658 -4.589 -0.206
H 5.508 -2.750 -1.881
H 6.306 -1.074 -3.498
H 5.179 1.125 -3.635
H 3.638 2.583 -3.026
H 1.184 1.007 -2.222
H 1.777 1.287 -3.832
H 1.077 2.644 -2.907
H 2.385 2.554 -0.249
H 2.700 3.933 -1.294
H 4.049 3.024 -0.592
H 2.543 -0.503 3.864
H 0.479 -1.362 5.044
H -1.646 -1.643 3.712
H -5.774 0.550 -2.094
H -5.184 -0.671 -4.144
H -3.037 -1.876 -4.274
H -0.361 -1.635 -1.755
H -2.076 -4.035 -2.482
H -1.841 -3.433 -0.841
H -0.461 -4.069 -1.760
H -1.115 -2.754 -4.481
H 0.476 -2.664 -3.743
H -0.356 -1.179 -4.224
H -5.206 1.596 -0.292
H -4.911 -0.961 1.328
H -6.240 -0.531 0.248
H -5.972 0.408 1.722
H -2.806 0.977 1.479
H -4.199 1.930 1.962
H -3.179 2.466 0.629
C -0.933 3.764 -4.199
N -2.032 3.042 -3.593
C -2.804 2.346 -4.605
C -1.662 2.138 -2.520
C -1.191 2.817 -1.244
C -1.570 4.142 -1.018
C -1.268 4.805 0.160
C -0.563 4.144 1.152
C -0.172 2.830 0.947
C -0.463 2.157 -0.242
H -1.330 4.493 -4.906
H -0.242 3.104 -4.750
H -0.366 4.307 -3.441
H -3.172 3.061 -5.342
H -3.657 1.845 -4.145
H -2.210 1.582 -5.137
H -0.934 1.377 -2.853
H -2.569 1.577 -2.283
H -2.142 4.638 -1.790
H -1.591 5.828 0.304
H -0.315 4.643 2.081
H 0.385 2.325 1.728
```


| no. | M (g mol⁻¹) |
| --- | --- |
| 1 | 938.9 |
| 2 | 709.8 |
| 3 | 88.1 |
| 4 | 810.1 |